{
  "formula": "C23H32HgNO11",
  "method": "ωB97M-V/def2-TZVPD",
  "total_charge": 1,
  "e_above_lowest_kj_mol": 0.0,
  "mol_weight_g_mol": 699.10,
  "total_energy_ha": -1930.99054,
  "species": ["Hg", "C", "O", "H", "H", "H", "C", "C", "C", "C", "C", "C", "N", "O", "O", "H", "H", "H", "H", "H", "O", "C", "O", "C", "C", "C", "H", "H", "H", "H", "H", "H", "O", "C", "O", "C", "C", "C", "H", "H", "H", "H", "H", "H", "O", "C", "O", "C", "C", "C", "H", "H", "H", "H", "H", "H", "O", "C", "O", "C", "C", "C", "H", "H", "H", "H", "H", "H"],
  "coordinates": [[8.10, -18.01, -28.94], [7.74, -16.28, -26.30], [7.96, -17.51, -26.92], [7.03, -16.29, -25.46], [8.66, -15.86, -25.86], [7.41, -15.50, -26.99], [7.34, -15.09, -21.00], [8.26, -14.28, -20.35], [9.60, -14.36, -20.71], [9.98, -15.31, -21.65], [9.07, -16.16, -22.24], [7.72, -16.04, -21.95], [11.41, -15.54, -21.86], [12.17, -14.67, -21.49], [11.76, -16.57, -22.39], [6.28, -15.02, -20.82], [7.91, -13.55, -19.63], [10.39, -13.84, -20.18], [9.33, -16.89, -22.99], [6.94, -16.52, -22.52], [9.58, -19.57, -28.38], [9.99, -20.56, -27.79], [10.96, -21.30, -28.24], [11.24, -22.44, -27.39], [10.53, -22.12, -26.05], [9.53, -21.02, -26.44], [12.31, -22.55, -27.25], [10.75, -23.31, -27.80], [11.27, -21.81, -25.31], [9.95, -22.94, -25.64], [9.59, -20.18, -25.76], [8.50, -21.37, -26.41], [8.41, -9.62, -23.95], [8.62, -10.75, -24.23], [9.17, -11.12, -25.43], [9.06, -12.51, -25.64], [8.48, -13.14, -24.38], [8.32, -12.00, -23.38], [10.02, -12.98, -25.87], [8.37, -12.71, -26.47], [9.24, -13.83, -24.01], [7.64, -13.82, -24.50], [9.06, -12.10, -22.59], [7.33, -11.86, -22.94], [4.19, -17.95, -21.35], [4.11, -17.75, -22.52], [4.46, -18.69, -23.44], [4.15, -18.27, -24.79], [3.89, -16.75, -24.65], [3.41, -16.59, -23.22], [3.30, -18.88, -25.05], [5.04, -18.35, -25.41], [3.22, -16.44, -25.45], [4.79, -16.15, -24.80], [2.37, -16.74, -22.94], [3.76, -15.63, -22.83], [11.06, -15.23, -25.07], [11.68, -16.19, -25.43], [12.90, -16.08, -26.00], [13.46, -17.37, -26.34], [12.27, -18.32, -26.28], [11.32, -17.65, -25.31], [14.30, -17.63, -25.70], [13.80, -17.24, -27.36], [12.53, -19.30, -25.89], [11.88, -18.41, -27.30], [11.52, -17.94, -24.27], [10.25, -17.86, -25.35]],
  "nbo_charge": [1.453, -0.269, -0.794, 0.178, 0.197, 0.188, -0.173, -0.209, -0.203, 0.083, -0.212, -0.205, 0.526, -0.348, -0.414, 0.225, 0.236, 0.258, 0.228, 0.211, -0.777, 0.872, -0.430, -0.074, -0.431, -0.544, 0.224, 0.207, 0.229, 0.241, 0.265, 0.264, -0.543, 0.794, -0.487, -0.073, -0.443, -0.533, 0.205, 0.163, 0.230, 0.200, 0.245, 0.241, -0.547, 0.781, -0.500, -0.074, -0.431, -0.535, 0.200, 0.183, 0.228, 0.200, 0.256, 0.241, -0.597, 0.812, -0.476, -0.067, -0.440, -0.559, 0.203, 0.198, 0.216, 0.205, 0.273, 0.233]
}